C7H4F9O3P in the gas phase at a distorted geometry. Source: the Open Molecules 2025 dataset; level of theory: ωB97M-V/def2-TZVPD.

Each line ends with the natural charge from an NBO analysis.
CARTESIAN COORDINATES (ANGSTROEM)
1 O 2.309 2.097 0.704  -0.502
2 C 2.928 1.391 -0.055  0.446
3 C 2.700 -0.099 -0.178  -0.858
4 P 1.156 -0.695 0.540  0.850
5 C 1.353 -2.423 1.470  0.711
6 O 2.344 -2.991 1.087  -0.631
7 O 0.357 -2.562 2.143  -0.626
8 C -0.081 -0.865 -0.881  0.437
9 F 0.653 -0.813 -2.021  -0.318
10 F -0.644 -2.078 -0.791  -0.294
11 C -1.231 0.180 -1.048  0.581
12 F -0.719 1.265 -1.656  -0.297
13 F -2.165 -0.372 -1.843  -0.293
14 C -1.912 0.623 0.277  0.547
15 F -1.153 1.591 0.846  -0.299
16 F -1.923 -0.441 1.114  -0.294
17 C -3.351 1.172 0.130  0.929
18 F -3.751 1.642 1.298  -0.288
19 F -4.190 0.218 -0.266  -0.294
20 F -3.369 2.154 -0.778  -0.302
21 H 3.706 1.807 -0.718  0.136
22 H 3.465 -0.629 0.404  0.303
23 H 2.811 -0.442 -1.207  0.288
24 H 0.705 0.267 1.431  0.066

## Properties
E_tot ... -47211.31756 eV
Gap between HOMO and LUMO ... 9.86 eV
Maximum force ... 1.51 eV/A
Charge ... 0